# 1
# C16H35FeNO6P2S3Se

A molecular structure, C16H35FeNO6P2S3Se (ωB97M-V/def2-TZVPD, the Open Molecules 2025 dataset).

```
65
Properties=species:S:1:pos:R:3:mulliken_charge:R:1
Fe -0.51 0.34 -0.59 -0.05
O 0.21 2.21 2.53 -0.73
S -0.51 1.14 1.88 1.17
O -1.47 0.44 2.68 -0.66
O -1.14 1.66 0.55 -0.61
O 0.45 0.15 1.16 -0.50
C 4.29 -0.28 -0.75 -1.69
C 2.86 -0.32 -0.20 0.64
C 2.34 -1.76 -0.24 -1.30
P 1.71 0.88 -1.00 1.15
C 2.06 0.96 -2.81 0.96
C 1.83 -0.41 -3.46 -1.49
C 3.36 1.59 -3.32 -1.62
C 1.96 2.56 -0.29 1.25
C 1.24 3.61 -1.13 -1.65
C 3.41 2.94 0.01 -1.58
H 4.92 -0.89 -0.09 0.50
H 4.72 0.72 -0.79 0.31
H 4.35 -0.72 -1.74 0.27
H 2.87 0.01 0.84 0.65
H 2.32 -2.14 -1.26 0.19
H 1.34 -1.85 0.19 0.18
H 3.01 -2.39 0.34 0.46
H 1.26 1.62 -3.16 0.12
H 2.68 -1.07 -3.27 0.31
H 1.72 -0.28 -4.54 0.50
H 0.93 -0.90 -3.10 0.02
H 4.24 0.97 -3.13 0.24
H 3.55 2.58 -2.91 0.30
H 3.27 1.70 -4.41 0.49
H 1.46 2.50 0.68 -0.11
H 1.74 3.80 -2.08 0.26
H 1.23 4.55 -0.57 0.51
H 0.21 3.34 -1.33 0.28
H 4.04 2.97 -0.88 0.20
H 3.87 2.26 0.72 0.37
H 3.42 3.93 0.45 0.49
Se -1.20 1.63 -5.13 -0.18
C -1.12 1.22 -3.39 0.34
N -1.04 0.94 -2.26 -0.54
C -2.29 -4.48 -3.03 -1.55
C -2.88 -3.14 -3.43 0.47
C -1.87 -2.25 -4.12 -0.65
O -3.49 -2.41 -2.33 -0.28
P -3.16 -2.44 -0.77 0.79
S -3.43 -4.12 0.12 -0.51
S -1.22 -1.82 -0.41 -0.47
O -4.18 -1.35 -0.24 -0.47
C -4.76 -0.18 -0.84 0.47
C -5.90 -0.61 -1.75 -1.36
C -3.74 0.71 -1.53 -0.16
H -1.94 -4.97 -3.95 0.48
H -3.02 -5.12 -2.55 0.39
H -1.44 -4.37 -2.36 0.29
H -3.72 -3.31 -4.10 0.19
H -1.03 -2.04 -3.46 -0.23
H -2.32 -1.30 -4.41 0.19
H -1.49 -2.73 -5.02 0.53
H -5.16 0.35 0.02 0.40
H -5.52 -1.13 -2.62 0.17
H -6.45 0.28 -2.09 0.45
H -6.59 -1.26 -1.22 0.35
H -3.26 0.20 -2.36 -0.20
H -2.99 1.05 -0.82 -0.09
H -4.25 1.59 -1.92 0.36
```

Calculated values
* frontier orbital gap (alpha / beta): 6.64 / 7.48 eV
* E_HOMO (alpha / beta): -5.32 / -5.41 eV
* net charge: -1
* multiplicity: 2

=====

# 2
# C16H35NO12PS

5 unconnected molecules or ions with the total composition C16H35NO12PS (ωB97M-V/def2-TZVPD, the Open Molecules 2025 dataset).

```
66
Properties=species:S:1:pos:R:3:mulliken_charge:R:1
C 3.64 -0.40 6.29 -1.07
C 3.74 1.09 6.76 -0.43
C 2.94 2.08 5.85 -0.21
C 1.47 2.35 6.36 -0.78
N 0.52 1.53 5.61 -0.56
P -0.03 0.22 6.51 0.21
S -1.01 0.58 8.16 -0.59
H 4.62 -0.85 6.08 0.30
H 3.18 -0.96 7.11 0.28
H 2.99 -0.45 5.41 0.29
H 4.79 1.41 6.80 0.35
H 3.32 1.18 7.77 0.28
H 2.80 1.62 4.86 -0.17
H 3.46 3.04 5.68 0.45
H 1.28 3.41 6.12 0.27
H 1.39 2.26 7.46 0.39
H -0.92 -0.47 5.62 0.02
H 0.97 -0.75 6.81 -0.01
C 6.33 1.69 -0.62 -0.66
O 5.44 1.17 0.36 -0.32
C 4.39 1.96 0.62 0.83
O 4.17 3.02 0.09 -0.57
O 3.65 1.37 1.54 -0.28
C 2.47 2.11 1.91 -0.69
H 7.13 0.97 -0.74 0.23
H 5.82 1.81 -1.58 0.28
H 6.76 2.64 -0.29 0.29
H 1.81 2.24 1.05 0.29
H 2.74 3.07 2.34 0.32
H 1.94 1.53 2.67 0.28
C -1.27 1.21 -3.94 -0.68
O -0.19 0.31 -3.71 -0.35
C 0.52 0.57 -2.61 0.79
O 0.31 1.46 -1.84 -0.54
O 1.49 -0.34 -2.51 -0.32
C 2.33 -0.18 -1.37 -0.67
H -1.77 0.89 -4.85 0.22
H -1.99 1.17 -3.12 0.30
H -0.91 2.23 -4.07 0.35
H 1.76 -0.28 -0.45 0.35
H 2.84 0.78 -1.40 0.24
H 3.08 -0.97 -1.40 0.31
C -0.72 -3.01 -2.93 -0.52
O -1.15 -3.13 -1.57 -0.34
C -2.47 -3.12 -1.42 0.85
O -3.28 -3.02 -2.31 -0.59
O -2.74 -3.24 -0.13 -0.32
C -4.14 -3.24 0.18 -0.63
H 0.37 -3.02 -2.93 0.18
H -1.08 -3.85 -3.52 0.33
H -1.06 -2.07 -3.36 0.17
H -4.63 -4.09 -0.29 0.28
H -4.60 -2.30 -0.12 0.28
H -4.22 -3.34 1.26 0.22
C -5.42 -2.31 -4.43 -0.50
O -5.12 -1.03 -5.00 -0.24
C -5.69 -0.82 -6.18 0.76
O -6.39 -1.59 -6.78 -0.54
O -5.33 0.40 -6.60 -0.29
C -5.87 0.76 -7.87 -0.65
H -4.91 -2.37 -3.47 0.13
H -6.49 -2.42 -4.26 0.31
H -5.05 -3.11 -5.07 0.28
H -6.96 0.77 -7.83 0.29
H -5.52 0.08 -8.64 0.29
H -5.52 1.76 -8.09 0.21
```

Calculated values
* frontier orbital gap: 5.33 eV
* E_HOMO: -3.44 eV
* net charge: -1

=====

# 3
# C16H35O4RuSSi4

A molecular structure, C16H35O4RuSSi4 (ωB97M-V/def2-TZVPD, the Open Molecules 2025 dataset).

```
61
Properties=species:S:1:pos:R:3:mulliken_charge:R:1
Ru -0.47 1.80 0.20 -0.32
C 0.59 -0.39 2.66 -1.78
C -0.27 0.78 2.29 1.11
C 0.27 2.09 2.37 -0.71
C -0.51 3.21 2.06 -0.21
C -1.79 3.01 1.47 -0.88
C -2.32 1.70 1.35 -0.45
C -1.58 0.60 1.85 -0.47
H 0.24 -1.31 2.19 0.39
H 0.57 -0.54 3.74 0.38
H 1.62 -0.22 2.36 0.35
H 1.28 2.21 2.71 0.52
H -0.11 4.20 2.21 0.49
H -2.40 3.86 1.19 0.56
H -3.31 1.57 0.96 0.60
H -2.00 -0.40 1.80 0.52
O 1.82 0.03 -2.55 -0.01
S 1.03 -0.66 -1.45 0.18
O 1.37 -2.03 -1.32 -0.58
O -0.45 -0.52 -2.02 -0.41
O 1.08 0.18 -0.25 -0.30
C -4.13 -1.12 -2.21 -1.22
Si -3.36 0.46 -2.87 0.77
C -4.42 1.97 -2.58 -1.09
C -2.82 0.27 -4.64 -1.07
Si -1.42 0.83 -1.55 0.76
Si 2.99 -0.64 -3.69 0.41
C 2.07 -1.92 -4.65 -1.02
C 3.41 0.87 -4.66 -1.01
C 4.41 -1.32 -2.71 -1.08
Si 0.05 3.46 -1.43 1.35
C 1.92 3.70 -1.44 -1.26
C -0.82 5.09 -1.10 -1.32
C -0.40 3.02 -3.24 -1.40
H -5.22 -1.07 -2.29 0.38
H -3.90 -1.30 -1.16 0.35
H -3.79 -1.98 -2.78 0.31
H -5.32 1.89 -3.19 0.43
H -3.91 2.89 -2.85 0.33
H -4.74 2.06 -1.54 0.32
H -3.70 0.10 -5.27 0.41
H -2.15 -0.58 -4.76 0.31
H -2.32 1.17 -5.01 0.32
H 1.20 -1.49 -5.15 0.30
H 1.73 -2.74 -4.00 0.33
H 2.71 -2.36 -5.42 0.43
H 2.53 1.30 -5.14 0.30
H 4.13 0.63 -5.45 0.38
H 3.87 1.64 -4.03 0.30
H 4.05 -1.89 -1.85 0.36
H 5.06 -0.52 -2.36 0.32
H 5.00 -1.99 -3.34 0.38
H 2.44 3.09 -0.69 0.31
H 2.17 4.74 -1.23 0.41
H 2.34 3.44 -2.41 0.28
H -0.58 5.50 -0.12 0.32
H -1.91 5.01 -1.17 0.27
H -0.49 5.83 -1.85 0.38
H 0.06 2.07 -3.54 0.24
H -0.04 3.78 -3.94 0.53
H -1.49 2.95 -3.40 0.18
```

Calculated values
* frontier orbital gap: 8.01 eV
* E_HOMO: -11.16 eV
* net charge: +1

=====

# 4
# C16H36Br4N4O4

6 unconnected molecules or ions with the total composition C16H36Br4N4O4 (ωB97M-V/def2-TZVPD, the Open Molecules 2025 dataset).

```
64
Properties=species:S:1:pos:R:3:mulliken_charge:R:1
C 8.54 3.81 -14.03 -0.82
N 8.43 3.33 -15.48 0.04
C 7.39 2.33 -15.70 -0.97
C 9.04 4.01 -16.51 0.19
O 8.64 3.85 -17.64 -0.59
H 7.59 4.31 -13.87 0.35
H 9.32 4.57 -14.01 0.27
H 8.77 3.04 -13.30 0.27
H 7.18 2.24 -16.77 0.34
H 7.53 1.34 -15.27 0.29
H 6.42 2.76 -15.47 0.36
H 9.71 4.83 -16.22 0.28
C 11.00 -0.56 -20.39 -0.85
N 10.62 -0.22 -21.75 0.09
C 9.70 -1.10 -22.47 -0.99
C 10.86 0.99 -22.32 0.18
O 10.47 1.34 -23.42 -0.58
H 11.68 0.12 -19.89 0.28
H 11.35 -1.60 -20.38 0.31
H 10.11 -0.59 -19.75 0.34
H 8.87 -1.49 -21.87 0.34
H 9.05 -0.66 -23.22 0.32
H 10.38 -1.78 -22.98 0.32
H 11.49 1.59 -21.66 0.25
C -3.59 0.83 -19.50 -0.93
N -4.35 0.94 -18.13 0.03
C -4.14 -0.18 -17.30 -0.92
C -5.15 1.92 -17.90 0.17
O -5.85 1.86 -16.94 -0.60
H -4.07 1.30 -20.36 0.35
H -3.49 -0.21 -19.78 0.33
H -2.58 1.21 -19.34 0.31
H -3.06 -0.31 -17.24 0.33
H -4.56 -0.11 -16.29 0.32
H -4.62 -1.04 -17.77 0.32
H -5.13 2.69 -18.69 0.30
C 3.29 12.22 -27.36 -0.93
N 2.35 12.08 -28.44 0.06
C 2.23 10.71 -29.04 -0.85
C 1.71 13.13 -28.92 0.19
O 0.95 13.03 -29.86 -0.60
H 4.24 11.88 -27.77 0.33
H 2.98 11.69 -26.46 0.28
H 3.55 13.24 -27.09 0.34
H 1.60 10.66 -29.93 0.29
H 3.27 10.62 -29.35 0.33
H 1.96 9.97 -28.28 0.27
H 1.87 14.06 -28.35 0.29
Br 6.00 10.60 -19.42 -0.13
C 7.16 11.73 -18.21 -0.52
C 6.61 13.14 -18.07 -0.66
Br 5.17 13.17 -16.78 -0.14
H 8.09 12.06 -18.68 0.32
H 7.22 11.25 -17.24 0.39
H 6.23 13.49 -19.02 0.38
H 7.35 13.90 -17.80 0.36
Br 4.51 5.75 -24.53 -0.17
C 4.34 4.04 -23.52 -0.67
C 4.19 4.29 -21.98 -0.46
Br 3.54 2.52 -21.30 -0.17
H 5.23 3.50 -23.86 0.36
H 3.45 3.48 -23.80 0.39
H 3.46 5.09 -22.02 0.35
H 5.04 4.59 -21.38 0.37
```

Calculated values
* frontier orbital gap: 9.49 eV
* structure (SMILES): CN(C)C=O.CN(C)C=O.CN(C)C=O.CN(C)C=O.BrCCBr.BrCCBr
* E_HOMO: -9.21 eV
* net charge: 0